# 1
This record from OMol25 describes a structure of composition C4H5N3. The level of theory is ωB97M-V/def2-TZVPD.

* largest force on an atom: 2.6 eV/A
* gap between HOMO and LUMO: 10.35 eV
* ΔE to the lowest compared entry with this formula, charge and spin: 245.33 kJ/mol
* E_LUMO: 0.86 eV

```
12
C4H5N3 (ωB97M-V/def2-TZVPD)
H 1.368 -0.547 1.628
H -0.772 -2.169 0.016
N -1.392 0.954 -0.817
C -0.433 1.898 -1.058
C -0.490 -1.249 0.560
N 0.577 0.392 -0.129
C -0.678 0.063 -0.166
C 0.967 -0.806 0.660
H 1.704 -1.456 0.202
H -0.653 2.685 -1.753
H -1.027 -1.327 1.492
N 0.828 1.561 -0.635
```

***

# 2
This record from OMol25 describes an isolated molecule of C4H5N3. The level of theory is ωB97M-V/def2-TZVPD.

* largest force on an atom: 1.2 eV/A
* gap between HOMO and LUMO: 10.26 eV
* ΔE to the lowest compared entry with this formula, charge and spin: 142.11 kJ/mol
* structure (SMILES): N#C[C@H]1CN=CN1
* E_LUMO: 0.73 eV

```
12
C4H5N3 (ωB97M-V/def2-TZVPD)
N -1.758 -0.049 0.037
C -1.206 1.062 0.310
C -0.706 -0.979 -0.349
C 1.825 -0.594 0.409
H 0.702 1.723 0.794
H 0.988 0.008 -1.379
N 2.777 -0.959 0.956
C 0.652 -0.114 -0.338
H -1.760 1.942 0.621
H -0.808 -1.280 -1.389
H -0.825 -1.896 0.252
N 0.163 1.179 0.135
```

***

# 3
This record from OMol25 describes an isolated molecule of C4H5N3. The level of theory is ωB97M-V/def2-TZVPD.

* largest force on an atom: 0.5 eV/A
* gap between HOMO and LUMO: 9.34 eV
* ΔE to the lowest compared entry with this formula, charge and spin: 312.81 kJ/mol
* E_LUMO: 0.59 eV

```
12
C4H5N3 (ωB97M-V/def2-TZVPD)
N -0.364 1.772 1.346
H 1.610 1.749 0.678
H -2.424 1.101 1.409
C 0.602 1.349 0.616
H 1.088 -2.882 -0.835
N 0.695 -1.952 -0.909
C 0.943 -1.076 0.032
H 0.282 0.509 -1.340
C -1.453 0.948 0.946
C 0.182 0.224 -0.278
N -1.238 0.067 0.043
H 0.077 -1.808 -1.709
```

***

# 4
This record from OMol25 describes a cluster of 2 separate species, C4H5N3 in total. The level of theory is ωB97M-V/def2-TZVPD.

* largest force on an atom: 1.5 eV/A
* gap between HOMO and LUMO (alpha / beta): 7.09 / 7.09 eV
* ΔE to the lowest compared entry with this formula, charge and spin: 468.84 kJ/mol
* E_LUMO (alpha / beta): -2.09 / -2.09 eV

```
12
C4H5N3 (ωB97M-V/def2-TZVPD)
C 1.902 -1.195 -0.940
C 1.091 1.309 1.538
C -1.555 0.266 0.166
N 2.823 -1.642 -1.486
N 0.227 1.999 1.140
H -2.101 -0.624 0.456
H -1.403 0.901 1.062
N -0.315 -0.262 -0.602
H 0.997 -0.679 0.948
H -0.367 -0.266 -1.623
C 0.809 -0.696 -0.121
H -2.108 0.889 -0.539
```

***

# 5
This record from OMol25 describes an isolated molecule of C4H5N3. The level of theory is ωB97M-V/def2-TZVPD.

* largest force on an atom: 4.5 eV/A
* gap between HOMO and LUMO: 10.40 eV
* ΔE to the lowest compared entry with this formula, charge and spin: 255.45 kJ/mol
* structure (SMILES): C=Cn1nccn1
* E_LUMO: 0.98 eV

```
12
C4H5N3 (ωB97M-V/def2-TZVPD)
C 1.272 -0.064 -0.875
H 1.892 -0.929 -1.058
N -0.334 0.744 0.614
C 1.412 1.135 -1.351
H 2.148 1.275 -2.092
C -1.426 -1.162 0.978
H -1.985 -1.949 1.486
N 0.222 -0.264 0.045
H -2.196 0.704 1.832
H 0.657 1.778 -1.081
C -1.337 0.182 1.259
N -0.326 -1.449 0.245
```

***

# 6
This record from OMol25 describes an isolated molecule of C4H5N3. The level of theory is ωB97M-V/def2-TZVPD.

* largest force on an atom: 3.3 eV/A
* gap between HOMO and LUMO: 10.09 eV
* ΔE to the lowest compared entry with this formula, charge and spin: 224.68 kJ/mol
* structure (SMILES): N#C[C@H]1CN=CN1
* E_LUMO: 0.43 eV

```
12
C4H5N3 (ωB97M-V/def2-TZVPD)
C -0.599 -0.156 -0.415
N 0.904 1.424 0.559
C -1.231 -1.529 0.503
H -1.153 1.383 1.028
N -1.122 -2.655 0.797
H 2.578 0.224 0.244
H -1.321 -0.344 -1.201
N 0.744 -0.513 -0.597
H 0.948 -1.505 -0.629
C 1.515 0.399 0.120
C -0.494 1.256 0.168
H -0.769 2.015 -0.576
```

***

# 7
This record from OMol25 describes an isolated molecule of C4H5N3. The level of theory is ωB97M-V/def2-TZVPD.

* largest force on an atom: 1.2 eV/A
* gap between HOMO and LUMO: 8.90 eV
* ΔE to the lowest compared entry with this formula, charge and spin: 436.33 kJ/mol
* E_LUMO: 0.51 eV

```
12
C4H5N3 (ωB97M-V/def2-TZVPD)
C 1.783 -0.875 0.092
H -0.775 -1.811 -1.134
C -0.693 -0.931 -0.505
H 0.574 1.382 1.160
H 0.861 0.477 -1.271
N -1.677 0.036 -0.584
H -1.805 1.931 0.393
N 0.005 0.701 0.660
H -0.375 -0.404 1.095
N 2.720 -1.445 0.460
C 0.613 -0.149 -0.398
C -1.233 1.087 0.032
```

***

# 8
This record from OMol25 describes an isolated molecule of C4H5N3O. The level of theory is ωB97M-V/def2-TZVPD.

* largest force on an atom: 13.2 eV/A
* gap between HOMO and LUMO: 9.50 eV
* ΔE to the lowest compared entry with this formula, charge and spin: 709.91 kJ/mol
* structure (SMILES): N#C[C@@H]1COC=NN1
* E_LUMO: 0.22 eV

```
13
C4H5N3O (ωB97M-V/def2-TZVPD)
H -3.042 0.026 -1.117
O -1.475 -1.071 0.219
N 3.060 -0.172 -0.595
H 0.245 -1.296 -0.988
C -0.108 -1.039 0.016
C 0.666 0.138 0.555
H 0.756 0.364 1.833
H 0.617 2.209 -0.247
H 0.609 -1.882 0.486
N -0.005 1.339 0.292
C -2.006 0.082 -0.313
N -1.357 1.150 -0.295
C 2.040 0.150 0.153
```

***

# 9
This record from OMol25 describes a structure of composition C4H5N3O. The level of theory is ωB97M-V/def2-TZVPD.

* largest force on an atom: 4.0 eV/A
* gap between HOMO and LUMO: 8.47 eV
* ΔE to the lowest compared entry with this formula, charge and spin: 617.80 kJ/mol
* E_LUMO: 0.54 eV

```
13
C4H5N3O (ωB97M-V/def2-TZVPD)
N -0.596 1.287 -0.956
H -1.589 1.339 -0.595
H -1.806 -2.821 -0.486
N -1.587 -1.897 -0.981
C 0.585 1.759 0.107
H 2.000 -0.967 1.321
C 0.733 0.304 0.373
C -0.565 -1.341 -0.389
H 1.492 2.442 -0.359
O 0.368 -1.847 0.489
N 1.017 -0.737 1.163
H 0.171 2.455 0.857
C -0.224 0.024 -0.545
```

***

# 10
This record from OMol25 describes an isolated molecule of C4H5N3O. The level of theory is ωB97M-V/def2-TZVPD.

* largest force on an atom: 10.4 eV/A
* gap between HOMO and LUMO: 9.34 eV
* ΔE to the lowest compared entry with this formula, charge and spin: 618.74 kJ/mol
* structure (SMILES): C1=NC2=NOC[C@H]2N1
* E_LUMO: 0.04 eV

```
13
C4H5N3O (ωB97M-V/def2-TZVPD)
H 1.868 -1.771 0.160
N -1.068 1.308 -0.199
H -0.262 -0.948 1.566
O -2.033 0.088 0.210
H 3.186 -0.061 -0.034
H -2.087 -1.746 -0.182
C -0.022 0.735 0.137
C 2.056 0.040 -0.079
C 0.004 -0.772 0.448
H -0.714 -0.791 -1.538
C -1.284 -0.980 -0.374
N 1.277 1.175 0.011
N 1.185 -0.987 -0.160
```

***

# 11
This record from OMol25 describes a structure of composition C4H5N3O. The level of theory is ωB97M-V/def2-TZVPD.

* largest force on an atom: 5.2 eV/A
* gap between HOMO and LUMO: 9.71 eV
* ΔE to the lowest compared entry with this formula, charge and spin: 601.71 kJ/mol
* E_LUMO: 0.84 eV

```
13
C4H5N3O (ωB97M-V/def2-TZVPD)
H 2.697 0.044 -1.022
H -2.060 2.006 1.169
C -2.155 0.803 0.982
C -0.747 0.028 0.856
C -0.992 0.175 -0.552
N 0.519 -0.203 0.945
H -3.040 0.200 1.243
C 2.204 -0.723 -0.557
O -2.246 0.655 -0.397
N 0.055 -0.050 -1.218
N 0.912 -0.380 -0.257
H 2.811 -1.150 0.207
H 2.042 -1.406 -1.399
```

***

# 12
This record from OMol25 describes a cluster of 2 separate species, C4H5N3O in total. The level of theory is ωB97M-V/def2-TZVPD.

* largest force on an atom: 5.7 eV/A
* gap between HOMO and LUMO: 9.19 eV
* ΔE to the lowest compared entry with this formula, charge and spin: 651.53 kJ/mol
* E_LUMO: 0.37 eV

```
13
C4H5N3O (ωB97M-V/def2-TZVPD)
N -0.139 -0.489 -0.529
O 1.650 0.764 0.203
H 3.166 -0.478 0.137
H -3.409 -0.213 1.050
H 0.409 2.590 -0.183
N -1.418 -1.172 0.053
C 2.089 -0.547 0.185
H -1.864 0.886 -0.099
C 0.224 0.751 -0.200
H 0.963 -2.417 -0.332
N -0.445 1.873 -0.187
C 1.073 -1.393 -0.177
C -2.300 -0.155 0.078
```

***

# 13
This record from OMol25 describes an isolated molecule of C4H5N3O. The level of theory is ωB97M-V/def2-TZVPD.

* largest force on an atom: 4.7 eV/A
* gap between HOMO and LUMO: 8.18 eV
* ΔE to the lowest compared entry with this formula, charge and spin: 254.77 kJ/mol
* structure (SMILES): NCC1=NC(=O)C=N1
* E_LUMO: -1.78 eV

```
13
C4H5N3O (ωB97M-V/def2-TZVPD)
H 1.040 2.297 0.616
N -0.899 -0.495 0.671
N 0.828 0.114 -0.810
C -0.594 -1.625 0.004
C 0.149 0.420 0.213
H -1.113 -2.550 -0.099
H 0.753 1.295 2.089
C 0.374 1.624 1.068
O 0.793 -1.945 -1.950
C 0.401 -1.263 -1.026
H -1.292 2.975 0.619
H -1.421 1.867 1.847
N -0.828 2.485 1.421
```

***

# 14
This record from OMol25 describes a structure of composition C4H5N3O. The level of theory is ωB97M-V/def2-TZVPD.

* largest force on an atom: 7.8 eV/A
* gap between HOMO and LUMO: 9.73 eV
* ΔE to the lowest compared entry with this formula, charge and spin: 659.03 kJ/mol
* E_LUMO: 0.44 eV

```
13
C4H5N3O (ωB97M-V/def2-TZVPD)
H -0.179 -2.104 2.727
H 0.306 2.123 0.738
C -0.069 -1.188 1.126
H -0.557 0.679 -2.427
C 0.409 -0.430 -0.835
H -1.343 1.874 -0.020
C -0.322 1.446 -0.072
N -0.282 -0.129 0.231
H 1.067 1.902 -2.162
N 1.063 -1.583 -0.667
N 0.713 -2.109 0.610
O -1.028 -1.452 2.276
C 0.222 0.971 -1.526
```

***

# 15
This record from OMol25 describes an isolated molecule of C4H5N3O. The level of theory is ωB97M-V/def2-TZVPD.

* largest force on an atom: 4.9 eV/A
* gap between HOMO and LUMO: 8.82 eV
* ΔE to the lowest compared entry with this formula, charge and spin: 556.03 kJ/mol
* structure (SMILES): ON1C=CC=NN=C1
* E_LUMO: 0.29 eV

```
13
C4H5N3O (ωB97M-V/def2-TZVPD)
H 1.147 2.532 -0.441
C 1.871 0.473 0.215
H -2.651 -0.475 1.140
N 0.716 -1.472 -0.341
O -2.418 0.130 0.224
H -1.261 -1.710 -0.900
C -0.514 -1.191 -0.345
C -0.446 1.165 -0.293
H 2.743 0.750 0.761
N -1.006 0.076 0.254
N 1.670 -0.775 0.407
H -1.153 1.997 -0.477
C 0.900 1.397 -0.263
```

***

# 16
This record from OMol25 describes an isolated molecule of C4H5N3O. The level of theory is ωB97M-V/def2-TZVPD.

* largest force on an atom: 3.7 eV/A
* gap between HOMO and LUMO: 10.16 eV
* ΔE to the lowest compared entry with this formula, charge and spin: 251.56 kJ/mol
* structure (SMILES): [H]/N=C/Oc1ccn[nH]1
* E_LUMO: 0.73 eV

```
13
C4H5N3O (ωB97M-V/def2-TZVPD)
H 0.489 0.336 -1.765
N -2.298 0.996 -0.035
C 1.487 -0.938 0.669
H 1.044 -1.350 -0.251
O 0.943 0.265 1.114
N -1.310 0.899 0.940
C -0.270 0.592 -1.023
H 2.805 -2.169 0.513
H -1.505 0.583 1.844
N 2.563 -1.364 1.077
C -1.673 0.795 -1.208
C -0.115 0.654 0.336
H -2.160 0.701 -2.211
```

***

# 17
This record from OMol25 describes a structure of composition C4H5N3O2. The level of theory is ωB97M-V/def2-TZVPD.

* largest force on an atom: 15.6 eV/A
* gap between HOMO and LUMO: 9.51 eV
* ΔE to the lowest compared entry with this formula, charge and spin: 891.89 kJ/mol
* E_LUMO: 0.07 eV

```
14
C4H5N3O2 (ωB97M-V/def2-TZVPD)
H 0.231 1.427 2.738
N -0.239 0.525 0.589
O 0.240 -2.732 -2.465
H 1.956 0.416 0.126
C -0.215 1.626 1.449
N 0.817 -1.976 -1.842
O 2.098 -1.722 -1.900
H -2.513 0.281 0.193
C 0.824 0.011 -0.167
N -1.176 -1.058 -0.805
H -0.984 1.837 1.772
C 0.117 -0.916 -0.987
C -1.414 -0.116 0.056
H 0.257 2.397 1.243
```

***

# 18
This record from OMol25 describes an isolated molecule of C4H5N3OS2. The level of theory is ωB97M-V/def2-TZVPD.

* largest force on an atom: 7.0 eV/A
* multiplicity: 3
* gap between HOMO and LUMO (alpha / beta): 6.22 / 6.20 eV
* ΔE to the lowest compared entry with this formula, charge and spin: 112.28 kJ/mol
* E_LUMO (alpha / beta): 0.42 / -3.07 eV

```
15
C4H5N3OS2 (ωB97M-V/def2-TZVPD)
C 0.546 -1.588 0.096
H 2.250 -2.103 -0.762
S 1.519 1.646 1.034
H -0.285 2.419 -1.199
N -1.538 -0.605 0.628
H 2.521 -0.536 -0.037
O -0.012 -2.678 0.053
H -1.309 1.095 -1.618
C -2.453 0.032 0.230
N -0.163 -0.430 0.520
N 1.819 -1.249 -0.362
S -3.782 0.767 -0.060
H 1.278 0.950 2.223
C -0.549 1.442 -0.846
C 0.157 0.839 0.098
```

***

# 19
This record from OMol25 describes an isolated molecule of C4H5N3S. The level of theory is ωB97M-V/def2-TZVPD.

* largest force on an atom: 1.7 eV/A
* gap between HOMO and LUMO: 8.89 eV
* ΔE to the lowest compared entry with this formula, charge and spin: 259.58 kJ/mol
* structure (SMILES): C=Nn1cc(S)cn1
* E_LUMO: 0.38 eV

```
13
C4H5N3S (ωB97M-V/def2-TZVPD)
H 0.613 -2.558 0.162
C -1.700 2.071 1.704
C 0.272 -1.535 0.153
N -1.439 0.832 1.884
N -0.460 -1.136 1.200
H -1.353 2.628 0.825
H 1.649 0.823 -2.329
H -0.161 1.599 -0.533
S 1.570 -0.509 -2.147
H -2.349 2.650 2.433
N -0.681 0.152 0.945
C 0.575 -0.469 -0.736
C -0.057 0.611 -0.189
```

***

# 20
This record from OMol25 describes a cluster of 2 separate species, C4H5N4 in total. The level of theory is ωB97M-V/def2-TZVPD.

* largest force on an atom: 5.4 eV/A
* gap between HOMO and LUMO (alpha / beta): 8.47 / 8.41 eV
* total charge: +1
* ΔE to the lowest compared entry with this formula, charge and spin: 495.22 kJ/mol
* E_LUMO (alpha / beta): -6.09 / -6.63 eV

```
13
C4H5N4 (ωB97M-V/def2-TZVPD)
H 3.251 -0.724 -0.366
H -0.514 -1.578 0.713
C 2.131 -0.589 -0.328
H -0.953 1.918 -0.343
C -2.384 0.123 -0.097
C 1.329 0.509 -0.568
H -1.515 1.033 1.848
C -1.131 0.799 -0.061
N 1.362 -1.506 0.280
H 1.498 1.476 -0.983
N 0.074 0.127 -0.122
N 0.169 -1.077 0.292
N -3.317 -0.512 -0.264
```